1.
Formula: C16H19FN3OS
Source: the Open Molecules 2025 dataset
Level of theory: the ωB97M-V functional and the def2-TZVPD basis

spin multiplicity = 1
E_tot = -36952.23337 eV
total charge = +1

Last column: Mulliken charge in e.
Positions of all 41 atoms, in Å:
1 C -2.967 1.039 3.861  -0.15
2 C -2.808 0.501 2.658  -0.44
3 C -2.752 0.305 1.039  -0.49
4 N -1.450 0.749 0.436  0.39
5 C -1.200 2.057 0.589  0.44
6 F -1.937 3.101 1.218  -0.20
7 S 0.391 2.551 -0.210  -0.03
8 C 0.967 0.750 -0.109  0.10
9 C 1.860 0.438 1.191  0.11
10 C 2.638 -0.951 1.433  -0.35
11 C 3.461 -1.041 2.765  -0.23
12 N 3.670 -0.085 3.819  -0.46
13 C 3.028 1.192 3.641  -0.29
14 C 2.129 1.460 2.386  -0.34
15 C -0.410 -0.049 -0.359  0.70
16 C -0.470 -1.643 0.047  -1.22
17 C 0.494 -2.560 -0.877  -0.25
18 N 0.445 -3.896 -0.705  -0.64
19 C -1.088 -0.070 -1.835  -1.15
20 C -0.172 0.530 -3.020  0.42
21 C -1.094 0.472 -4.381  -1.33
22 O 1.031 -0.237 -3.315  -0.48
23 H -3.194 1.663 4.815  0.36
24 H -3.029 -0.793 0.843  0.35
25 H -3.585 0.941 0.522  0.44
26 H 1.739 0.722 -0.982  0.59
27 H 2.600 -1.813 0.665  0.31
28 H 4.008 -2.061 2.919  0.30
29 H 3.201 2.006 4.454  0.31
30 H 1.632 2.508 2.308  0.18
31 H -0.194 -1.773 1.164  0.49
32 H -1.556 -2.028 -0.150  0.62
33 H 1.238 -2.176 -1.664  0.43
34 H -0.249 -4.028 0.057  0.28
35 H -2.050 0.594 -1.802  0.35
36 H -1.462 -1.117 -2.173  0.32
37 H 0.124 1.636 -2.901  0.06
38 H -2.062 1.087 -4.184  0.33
39 H -1.436 -0.604 -4.599  0.37
40 H -0.524 0.976 -5.255  0.44
41 H 1.033 -0.353 -4.309  0.37

---

2.
Formula: C30H53AlBrF10Li2MgNO11P2S2Si
Source: the Open Molecules 2025 dataset
Level of theory: the ωB97M-V functional and the def2-TZVPD basis

spin multiplicity = 1
E_tot = -213767.18534 eV

Last column: Mulliken charge in e.
Positions of all 115 atoms, in Å:
1 C -4.018 1.738 -0.099  -0.83
2 Si -2.845 1.332 -1.553  0.34
3 C -1.035 1.574 -0.880  -0.56
4 C -3.051 -0.472 -2.198  -0.56
5 C -3.084 -1.587 -1.038  -0.61
6 C -1.907 -2.691 -1.223  -0.66
7 C -1.088 -2.899 0.154  -0.10
8 C 0.494 -2.724 -0.094  -0.19
9 C 1.271 -4.125 0.191  -0.40
10 C 2.639 -4.185 -0.664  -0.66
11 C 3.924 -4.138 0.302  -1.04
12 C 4.687 -2.697 0.297  0.48
13 Br 3.592 -1.048 0.245  -0.01
14 O 5.187 -2.676 1.695  -0.31
15 S 6.592 -1.767 1.758  0.94
16 O 7.376 -2.195 2.959  -0.50
17 O 6.475 -0.262 1.819  -0.54
18 O 7.164 -2.252 0.246  -0.34
19 C 6.059 -2.786 -0.532  0.13
20 P 6.221 -1.959 -2.229  0.37
21 N 4.872 -1.347 -2.830  -0.61
22 C -3.011 2.495 -3.070  0.49
23 C -2.907 4.050 -2.873  -0.22
24 C -2.997 4.949 -4.126  -0.45
25 C -3.191 4.293 -5.515  -0.47
26 C -3.324 2.764 -5.761  -0.55
27 C -3.230 1.850 -4.484  -0.31
28 H -4.019 2.827 0.239  0.24
29 H -3.640 1.121 0.806  0.11
30 H -5.107 1.426 -0.259  0.35
31 H -0.577 2.513 -1.364  0.23
32 H -1.018 1.678 0.264  0.14
33 H -0.451 0.658 -1.240  0.11
34 H -2.118 -0.680 -2.841  0.26
35 H -3.975 -0.607 -2.871  0.41
36 H -4.073 -2.185 -1.095  0.25
37 H -3.073 -1.141 0.027  0.24
38 H -1.186 -2.447 -2.071  0.29
39 H -2.366 -3.720 -1.482  0.31
40 H -1.395 -2.134 0.951  0.37
41 H -1.356 -3.933 0.563  -0.08
42 H 0.856 -1.895 0.609  0.09
43 H 0.768 -2.434 -1.166  0.02
44 H 0.523 -4.956 -0.107  0.41
45 H 1.429 -4.254 1.322  0.11
46 H 2.632 -5.214 -1.191  0.32
47 H 2.744 -3.356 -1.439  0.40
48 H 4.662 -4.992 0.086  0.48
49 H 3.569 -4.313 1.386  0.41
50 H 6.303 -3.889 -0.761  0.31
51 H 6.733 -2.986 -3.136  0.07
52 H 7.277 -0.974 -2.115  0.11
53 H 4.614 -1.793 -3.722  0.22
54 H -2.766 4.427 -1.799  0.15
55 H -2.895 6.089 -3.955  0.59
56 H -3.261 4.960 -6.449  0.20
57 H -3.458 2.294 -6.796  0.29
58 H -3.329 0.732 -4.657  0.20
59 C -2.532 3.295 2.923  -0.17
60 C -2.906 4.634 2.900  -0.20
61 C -3.705 5.152 3.914  -0.54
62 C -4.123 4.332 4.958  -0.36
63 C -3.745 2.992 4.983  -0.48
64 C -2.953 2.473 3.964  -0.54
65 H -1.911 2.892 2.129  0.42
66 H -2.575 5.273 2.089  0.19
67 H -4.002 6.195 3.891  0.37
68 H -4.742 4.736 5.751  0.36
69 H -4.069 2.353 5.798  0.39
70 H -2.664 1.427 3.981  0.47
71 Li 6.569 1.704 2.429  0.95
72 C 0.130 7.249 -1.799  -0.17
73 C -0.772 8.236 -1.075  -0.37
74 O -1.522 7.444 -0.153  -0.31
75 S -0.609 6.198 0.341  0.97
76 O -0.021 6.543 1.601  -0.61
77 O -1.348 4.988 0.129  -0.15
78 O 0.537 6.308 -0.802  -0.37
79 H -0.420 6.708 -2.574  0.14
80 H 1.000 7.734 -2.243  0.33
81 H -1.437 8.768 -1.756  0.31
82 H -0.186 8.960 -0.500  0.31
83 C -4.345 8.567 -4.727  -0.92
84 O -3.260 7.989 -4.233  -0.66
85 H -4.453 8.572 -5.838  -0.10
86 H -5.326 8.152 -4.429  0.25
87 H -4.497 9.644 -4.498  0.41
88 Li -3.302 9.192 -6.812  0.96
89 O 0.610 -0.862 -3.105  -0.51
90 H 0.404 -0.987 -4.040  0.26
91 H 1.543 -0.613 -3.101  0.22
92 C -2.352 -6.815 3.785  -1.21
93 C -1.582 -7.346 2.547  0.63
94 C -0.150 -6.754 2.575  -0.91
95 O -2.184 -6.904 1.478  -0.25
96 H -2.417 -5.722 3.798  0.25
97 H -3.368 -7.215 3.825  0.37
98 H -1.841 -7.123 4.704  0.41
99 H -1.470 -8.429 2.695  0.33
100 H -0.148 -5.660 2.553  0.12
101 H 0.444 -7.109 1.727  0.31
102 H 0.367 -7.063 3.489  0.48
103 F 8.742 -5.692 0.644  -0.47
104 Al 10.036 -4.653 0.016  0.87
105 F 9.467 -3.842 -1.466  -0.47
106 F 11.462 -5.635 -0.355  -0.44
107 F 10.452 -3.430 1.229  -0.46
108 Mg 7.462 -1.864 -4.580  0.14
109 F -0.617 -2.574 6.730  -0.32
110 P -0.743 -4.149 6.434  0.97
111 F -1.126 -5.555 7.119  -0.34
112 F 0.460 -4.051 7.495  -0.33
113 F -1.148 -3.742 4.926  -0.30
114 F -2.300 -4.006 6.812  -0.34
115 F 0.278 -4.974 5.495  -0.32

---

Number 1: E_HOMO -12.01 eV. Number 2: E_HOMO -7.66 eV.